# C51H45BrN6O2STeTi

A structure of composition C51H45BrN6O2STeTi (ωB97M-V/def2-TZVPD, OMol25).

- Gap between HOMO and LUMO: 5.43 eV
- Relative energy (zero: lowest compared OMol25 entry of this formula, charge and spin): 29.1 kcal per mole
- Lowest unoccupied orbital energy: -0.23 eV
- HOMO: -5.67 eV

ORCA input file:
```
! RIJCOSX wB97M-V def2-TZVPD def2/J DEFGRID3
* xyz 0 1
Ti -0.4043 -1.3944 0.4774
O -3.1861 -0.2588 -1.6121
C -2.8163 0.7303 -2.4706
C -3.7084 1.2586 -3.3968
C -3.3091 2.2764 -4.2488
C -2.0145 2.7672 -4.1879
C -1.1284 2.2199 -3.2723
C -1.5036 1.2018 -2.4060
C -0.4990 0.7037 -1.3907
O -0.4732 -0.6828 -1.2061
N -0.7455 1.3716 -0.1083
N -0.4226 0.4654 0.9699
C 0.0214 1.1633 2.0631
C 0.5058 0.4925 3.1545
Br -0.4282 -1.3810 3.2900
C 1.4913 0.6591 4.0651
C 2.6675 1.5028 3.8876
C 2.9065 2.3043 2.7610
C 4.0643 3.0592 2.6551
C 5.0208 3.0462 3.6617
C 4.8001 2.2566 4.7849
C 3.6449 1.5027 4.8957
H -4.1396 -0.3933 -1.6589
H -4.7189 0.8665 -3.4442
H -4.0148 2.6821 -4.9621
H -1.6967 3.5624 -4.8483
H -0.1082 2.5829 -3.2247
H 0.4894 1.0084 -1.7669
H -1.7332 1.6019 -0.0398
H -0.0305 2.2438 2.0458
H 1.4756 0.0596 4.9677
H 2.1692 2.3467 1.9698
H 4.2140 3.6748 1.7755
H 5.9142 3.6521 3.5816
H 5.5296 2.2357 5.5853
H 3.4840 0.8955 5.7790
C -5.8375 1.9439 3.3422
C -5.3365 1.7293 1.9078
C -6.4040 2.2054 0.9135
C -4.0825 2.5782 1.6958
C -5.0633 0.2420 1.6897
C -6.1243 -0.6830 1.7732
C -5.9379 -2.0386 1.6045
C -4.6526 -2.4949 1.3217
S -4.0626 -4.1146 1.0944
C -2.4664 -3.4912 0.8588
N -2.3822 -2.1874 0.8993
C -3.5988 -1.5947 1.2018
C -3.7961 -0.2321 1.4165
C -1.2735 -4.3091 0.6678
C -1.3546 -5.6971 0.5955
C -0.1983 -6.4334 0.4129
C 1.0197 -5.7709 0.3143
C 1.0759 -4.3821 0.3898
C -0.0631 -3.5927 0.5632
H -6.0434 3.0023 3.5146
H -5.0877 1.6179 4.0649
H -6.7556 1.3869 3.5335
H -6.6089 3.2670 1.0651
H -7.3432 1.6643 1.0321
H -6.0618 2.0710 -0.1156
H -4.3223 3.6290 1.8652
H -3.7132 2.4871 0.6705
H -3.2797 2.3053 2.3837
H -7.1225 -0.3271 1.9943
H -6.7688 -2.7252 1.6970
H -2.9287 0.4072 1.3673
H -2.3099 -6.2058 0.6711
H -0.2441 -7.5125 0.3480
H 1.9302 -6.3420 0.1762
H 2.0482 -3.9090 0.2926
N 8.5897 3.9766 -1.4101
C 7.7694 3.2482 -1.0687
C 6.7425 2.3381 -0.6433
C 5.7976 1.8805 -1.5594
C 4.8152 0.9979 -1.1540
C 4.7670 0.5868 0.1729
C 5.6981 1.0469 1.0940
C 6.6906 1.9166 0.6826
N 3.7444 -0.2969 0.5952
C 3.8123 -1.2141 1.6261
C 2.5865 -1.7846 1.7049
N 1.7609 -1.2267 0.7524
C 2.4837 -0.3369 0.1123
H 5.8444 2.2084 -2.5886
H 4.0967 0.6213 -1.8705
H 5.6217 0.7682 2.1357
H 7.4134 2.2887 1.3953
H 4.7117 -1.3796 2.1895
H 2.2267 -2.5370 2.3840
H 2.1315 0.3113 -0.6718
C 1.1272 -3.0502 -2.7867
Te -0.8996 -3.6763 -3.0621
C -1.0862 -1.9622 -4.3306
C 0.2596 -1.2838 -4.3503
C 0.4502 -0.1169 -5.0884
C 1.6770 0.5241 -5.0991
C 2.7376 -0.0039 -4.3702
C 2.5560 -1.1643 -3.6358
C 1.3197 -1.8100 -3.6166
H 1.8021 -3.8467 -3.0975
H 1.2967 -2.8437 -1.7324
H -1.8510 -1.2977 -3.9351
H -1.3763 -2.2781 -5.3318
H -0.3810 0.2982 -5.6471
H 1.8099 1.4291 -5.6782
H 3.7057 0.4827 -4.3920
H 3.3807 -1.5909 -3.0741
*
```